[1]
{"formula": "C42H54O12", "method": "ωB97M-V with the def2-TZVPD basis set", "de_lowest_kcal_mol": 0.0, "smiles": "CCCCCCCCc1cccc2c1C(=O)c1ccccc1C2=O.O=C1CCCO1.O=C1CCCO1.O=C1CCCO1.O=C1CCCO1.O=C1CCCO1", "charge": 0, "species": ["C", "C", "C", "C", "C", "C", "C", "C", "C", "C", "C", "C", "C", "C", "C", "O", "C", "C", "C", "C", "C", "C", "C", "O", "H", "H", "H", "H", "H", "H", "H", "H", "H", "H", "H", "H", "H", "H", "H", "H", "H", "H", "H", "H", "H", "H", "H", "H", "O", "C", "O", "C", "C", "C", "H", "H", "H", "H", "H", "H", "O", "C", "O", "C", "C", "C", "H", "H", "H", "H", "H", "H", "O", "C", "O", "C", "C", "C", "H", "H", "H", "H", "H", "H", "O", "C", "O", "C", "C", "C", "H", "H", "H", "H", "H", "H", "O", "C", "O", "C", "C", "C", "H", "H", "H", "H", "H", "H"], "positions_angstrom": [[4.1532, -3.1146, 1.2474], [3.6594, -2.4029, -0.0072], [4.3492, -1.0606, -0.2918], [4.4386, -0.0793, 0.8869], [3.4423, 1.0903, 0.8173], [2.1447, 0.8371, 1.5899], [1.3438, 2.1177, 1.8810], [-0.1419, 2.0916, 1.4734], [-0.3470, 1.5177, 0.0926], [-0.1645, 2.3931, -0.9712], [-0.2936, 1.9916, -2.2917], [-0.6379, 0.6840, -2.5715], [-0.8458, -0.2127, -1.5372], [-0.6842, 0.1783, -0.1953], [-0.8656, -0.8484, 0.8806], [-0.7482, -0.5863, 2.0600], [-1.1781, -2.2479, 0.4677], [-1.2889, -3.2164, 1.4568], [-1.5746, -4.5263, 1.1156], [-1.7589, -4.8878, -0.2157], [-1.6488, -3.9272, -1.2010], [-1.3608, -2.6113, -0.8665], [-1.2736, -1.5906, -1.9332], [-1.5515, -1.8447, -3.0912], [5.2395, -3.0486, 1.3322], [3.7385, -2.6628, 2.1492], [3.8586, -4.1627, 1.2508], [3.8475, -3.0524, -0.8663], [2.5748, -2.2720, 0.0333], [5.3549, -1.2779, -0.6602], [3.8185, -0.5878, -1.1216], [5.4438, 0.3383, 0.9280], [4.2880, -0.5905, 1.8380], [3.9204, 1.9878, 1.2181], [3.1988, 1.2762, -0.2321], [2.3947, 0.3266, 2.5214], [1.5431, 0.1367, 1.0127], [1.8192, 2.9462, 1.3490], [1.4150, 2.3408, 2.9459], [-0.4966, 3.1256, 1.4316], [-0.7503, 1.5921, 2.2161], [0.0851, 3.4219, -0.7391], [-0.1400, 2.7192, -3.0773], [-0.7641, 0.3513, -3.5915], [-1.1536, -2.9415, 2.4927], [-1.6708, -5.2750, 1.8906], [-1.9861, -5.9068, -0.4909], [-1.7988, -4.1855, -2.2385], [-2.5886, -6.8406, -2.6378], [-3.6564, -6.4874, -3.0484], [-4.4529, -5.6565, -2.3417], [-5.7072, -5.4592, -3.0199], [-5.4233, -5.7912, -4.4809], [-4.3347, -6.8571, -4.3529], [-6.4431, -6.1329, -2.5764], [-6.0246, -4.4329, -2.8568], [-6.3094, -6.1164, -5.0213], [-5.0206, -4.9128, -4.9861], [-4.7460, -7.8622, -4.2461], [-3.6145, -6.8513, -5.1658], [6.5707, 2.5106, 2.4839], [7.4822, 2.2791, 1.7437], [7.3078, 2.0548, 0.4211], [8.5659, 1.7123, -0.1940], [9.6345, 2.2794, 0.7328], [8.9526, 2.1695, 2.0964], [8.6183, 0.6246, -0.2733], [8.5826, 2.1433, -1.1914], [10.5820, 1.7507, 0.6592], [9.8115, 3.3281, 0.4918], [9.1162, 1.1985, 2.5664], [9.2327, 2.9582, 2.7883], [6.3237, 6.6706, -0.9944], [5.6924, 6.2829, -0.0561], [5.4912, 7.0477, 1.0439], [4.7968, 6.2966, 2.0564], [4.0812, 5.1803, 1.3065], [5.0368, 4.9299, 0.1413], [5.5341, 5.9083, 2.7620], [4.1253, 6.9721, 2.5805], [3.8954, 4.3049, 1.9252], [3.1225, 5.5419, 0.9295], [5.8113, 4.2097, 0.4061], [4.5325, 4.6094, -0.7658], [-6.5500, 3.6199, -0.3836], [-5.6863, 2.9601, -0.8816], [-4.6721, 3.5147, -1.5907], [-3.8313, 2.4873, -2.1469], [-4.0669, 1.2613, -1.2738], [-5.5228, 1.4520, -0.8548], [-4.1332, 2.3195, -3.1838], [-2.8046, 2.8342, -2.1265], [-3.8689, 0.3254, -1.7928], [-3.4176, 1.3064, -0.3972], [-6.2196, 1.0167, -1.5726], [-5.7444, 1.0609, 0.1313], [-8.7829, -1.5965, -0.1360], [-8.4452, -1.1684, 0.9264], [-7.2041, -0.6658, 1.1392], [-7.0323, -0.3125, 2.5230], [-8.4449, -0.1092, 3.0599], [-9.2447, -1.0991, 2.2138], [-6.5085, -1.1302, 3.0224], [-6.4194, 0.5847, 2.5737], [-8.5176, -0.2725, 4.1328], [-8.7752, 0.9080, 2.8476], [-9.2643, -2.0982, 2.6521], [-10.2619, -0.7805, 2.0062]], "atomic_forces_ev_per_a": [[-0.113, 0.194, 0.122], [0.096, -0.034, -0.175], [-0.092, -0.281, 0.151], [-0.118, 0.303, -0.164], [0.032, -0.131, 0.250], [0.094, -0.068, -0.105], [0.072, -0.226, -0.150], [-0.128, 0.255, 0.015], [-0.142, -0.259, 0.163], [0.021, 0.005, -0.118], [0.105, 0.152, 0.264], [-0.012, 0.195, -0.203], [0.029, 0.013, 0.066], [0.046, 0.099, -0.122], [-0.047, 0.043, -0.051], [-0.004, -0.037, 0.002], [0.025, -0.008, -0.004], [-0.023, -0.143, 0.099], [-0.080, -0.086, -0.087], [0.082, 0.011, 0.209], [-0.079, -0.024, -0.131], [-0.016, 0.052, 0.040], [-0.056, -0.038, -0.214], [0.087, 0.038, 0.307], [0.052, -0.114, -0.051], [0.004, -0.008, 0.032], [0.036, -0.057, -0.022], [-0.080, 0.012, -0.049], [-0.051, 0.021, 0.110], [0.050, -0.016, 0.027], [0.080, 0.078, -0.059], [0.018, 0.002, -0.041], [0.086, -0.099, 0.027], [0.034, 0.016, -0.022], [0.016, 0.259, -0.031], [-0.080, 0.010, 0.071], [-0.007, -0.103, 0.068], [0.016, 0.038, -0.010], [-0.050, 0.164, 0.001], [0.040, 0.021, 0.042], [0.078, -0.168, -0.015], [0.007, 0.031, -0.054], [0.009, -0.078, -0.115], [-0.031, -0.094, -0.001], [0.031, 0.117, -0.002], [0.035, -0.009, 0.031], [-0.018, -0.023, -0.024], [0.023, 0.001, -0.055], [0.021, -0.028, -0.049], [0.016, -0.076, -0.011], [-0.043, 0.038, 0.045], [-0.073, 0.013, -0.062], [0.090, -0.057, -0.002], [-0.112, 0.280, -0.029], [-0.002, -0.011, -0.011], [0.049, 0.011, 0.052], [-0.014, -0.036, 0.040], [-0.012, 0.011, -0.002], [0.021, -0.031, -0.018], [0.045, -0.118, 0.024], [-0.151, 0.112, -0.137], [0.086, -0.095, 0.288], [0.048, 0.050, 0.004], [0.067, -0.012, -0.102], [-0.049, 0.015, 0.101], [0.111, 0.140, -0.359], [0.005, -0.005, 0.013], [-0.078, 0.006, -0.001], [-0.027, -0.051, 0.002], [0.007, -0.001, -0.014], [-0.002, 0.007, 0.055], [-0.052, -0.078, 0.129], [-0.007, 0.039, -0.041], [0.096, -0.138, -0.025], [-0.020, 0.046, 0.053], [-0.039, -0.054, 0.045], [0.017, -0.036, -0.066], [-0.327, 0.143, 0.211], [0.001, -0.029, -0.007], [0.032, 0.060, -0.029], [0.085, 0.003, 0.027], [-0.005, 0.011, 0.018], [0.001, -0.079, -0.073], [0.172, -0.058, -0.087], [0.005, 0.030, 0.045], [-0.088, -0.077, -0.006], [0.031, -0.016, -0.022], [-0.028, -0.079, -0.027], [-0.079, -0.033, 0.049], [0.371, 0.090, -0.017], [-0.006, -0.010, 0.002], [0.001, 0.119, 0.009], [-0.024, 0.020, -0.050], [0.016, 0.001, -0.014], [-0.065, -0.021, 0.045], [-0.183, -0.024, -0.027], [-0.005, 0.005, -0.057], [-0.050, -0.088, 0.023], [0.078, 0.000, 0.050], [-0.030, 0.040, 0.069], [-0.075, -0.042, -0.061], [0.127, 0.261, 0.074], [-0.015, -0.008, 0.011], [0.023, -0.009, -0.066], [0.026, -0.049, -0.005], [0.015, 0.011, 0.009], [-0.038, -0.025, -0.011], [-0.042, -0.112, -0.030]]}

[2]
{"formula": "C42H55F22NO18S", "method": "ωB97M-V with the def2-TZVPD basis set", "smiles": "CCC(=O)OCCN(CCCc1ccccc1)S(=O)(=O)F.CCOC(=O)C(F)(F)F.CCOC(=O)C(F)(F)F.CCOC(=O)C(F)(F)F.CCOC(=O)C(F)(F)F.CCOC(=O)C(F)(F)F.CCOC(=O)C(F)(F)F.CCOC(=O)C(F)(F)F", "charge": 0, "species": ["C", "C", "C", "O", "O", "C", "C", "N", "C", "C", "C", "C", "C", "C", "C", "C", "C", "S", "O", "O", "F", "H", "H", "H", "H", "H", "H", "H", "H", "H", "H", "H", "H", "H", "H", "H", "H", "H", "H", "H", "H", "C", "C", "O", "C", "O", "C", "F", "F", "F", "H", "H", "H", "H", "H", "C", "C", "O", "C", "O", "C", "F", "F", "F", "H", "H", "H", "H", "H", "C", "C", "O", "C", "O", "C", "F", "F", "F", "H", "H", "H", "H", "H", "C", "C", "O", "C", "O", "C", "F", "F", "F", "H", "H", "H", "H", "H", "C", "C", "O", "C", "O", "C", "F", "F", "F", "H", "H", "H", "H", "H", "C", "C", "O", "C", "O", "C", "F", "F", "F", "H", "H", "H", "H", "H", "C", "C", "O", "C", "O", "C", "F", "F", "F", "H", "H", "H", "H", "H"], "positions_angstrom": [[1.3607, -0.5136, 0.5597], [0.8311, -1.5556, -0.4426], [-0.5534, -1.1994, -0.9098], [-1.5344, -1.8615, -0.7088], [-0.6423, -0.0028, -1.6072], [-1.3091, 1.0005, -0.7899], [-2.6457, 1.3841, -1.4334], [-3.8363, 1.1929, -0.5604], [-5.0782, 1.4797, -1.3422], [-6.3825, 0.9015, -0.7772], [-6.2663, -0.3007, 0.1730], [-6.1183, -1.6225, -0.5510], [-7.1203, -2.5879, -0.4878], [-6.9947, -3.7940, -1.1709], [-5.8620, -4.0495, -1.9337], [-4.8485, -3.0988, -1.9980], [-4.9757, -1.9010, -1.3084], [-3.7380, 2.1355, 0.7842], [-2.7952, 3.1939, 0.6363], [-5.0214, 2.4048, 1.3258], [-3.0554, 1.0892, 1.7420], [1.4505, 0.4638, 0.0848], [2.3376, -0.8219, 0.9328], [0.6882, -0.4386, 1.4179], [1.5154, -1.6108, -1.2909], [0.7408, -2.5260, 0.0447], [-1.4474, 0.6105, 0.2152], [-0.6358, 1.8556, -0.7573], [-2.7862, 0.7375, -2.2989], [-2.6182, 2.4186, -1.7874], [-5.1544, 2.5565, -1.5217], [-4.8938, 1.0167, -2.3137], [-6.9216, 1.6981, -0.2635], [-7.0086, 0.5949, -1.6188], [-7.1914, -0.3369, 0.7534], [-5.4587, -0.1878, 0.8953], [-8.0148, -2.4015, 0.0969], [-7.7851, -4.5309, -1.0991], [-5.7726, -4.9909, -2.4611], [-3.9641, -3.3044, -2.5883], [-4.1683, -1.1789, -1.3330], [-1.7132, 2.5276, 5.0102], [-1.7757, 1.5740, 6.1797], [-0.8563, 0.4770, 5.9666], [0.4127, 0.6965, 6.2403], [0.9076, 1.6918, 6.6808], [1.2274, -0.5715, 5.9087], [0.8418, -1.1047, 4.7464], [1.0596, -1.4923, 6.8671], [2.5233, -0.2863, 5.8189], [-1.8868, 1.9945, 4.0752], [-2.4694, 3.3047, 5.1142], [-0.7364, 3.0061, 4.9458], [-2.7516, 1.1020, 6.2608], [-1.5574, 2.0716, 7.1238], [-1.4651, -1.6746, -4.2373], [-1.9898, -0.4613, -4.9645], [-2.0128, -0.6638, -6.3962], [-3.0608, -1.3192, -6.8719], [-3.9838, -1.7579, -6.2566], [-2.9563, -1.4075, -8.4098], [-1.7179, -1.7260, -8.7991], [-3.2633, -0.2141, -8.9452], [-3.7983, -2.3110, -8.8867], [-0.4785, -1.9486, -4.6147], [-1.3908, -1.4587, -3.1781], [-2.1234, -2.5330, -4.3726], [-1.3332, 0.3941, -4.8139], [-2.9903, -0.1890, -4.6270], [-1.1011, 2.4618, -9.4359], [-0.4505, 1.9419, -8.1739], [0.9188, 2.3968, -8.0706], [1.0905, 3.6116, -7.5814], [0.2511, 4.3742, -7.2069], [2.5994, 3.9299, -7.5078], [3.2316, 3.5587, -8.6285], [3.1532, 3.2775, -6.4798], [2.7937, 5.2327, -7.3350], [-0.5157, 2.1755, -10.3100], [-2.1025, 2.0467, -9.5340], [-1.1760, 3.5489, -9.4189], [-0.3884, 0.8563, -8.1851], [-1.0008, 2.2415, -7.2829], [4.8052, 5.5817, -10.6455], [3.3483, 5.6667, -11.0448], [3.0961, 6.8844, -11.7806], [3.3947, 6.8567, -13.0686], [3.8414, 5.9409, -13.6915], [3.0334, 8.2130, -13.7131], [3.4296, 9.2369, -12.9529], [1.7050, 8.2958, -13.8686], [3.6043, 8.3268, -14.9061], [5.0955, 6.4703, -10.0844], [4.9746, 4.7045, -10.0252], [5.4443, 5.5124, -11.5252], [2.7042, 5.7280, -10.1714], [3.0411, 4.8067, -11.6384], [3.5381, -3.8007, 4.5484], [4.6519, -2.7968, 4.7411], [5.6535, -2.9152, 3.7048], [5.3762, -2.3091, 2.5645], [4.3970, -1.6789, 2.2929], [6.5529, -2.4898, 1.5805], [7.0027, -3.7469, 1.5815], [7.5615, -1.6824, 1.9325], [6.1757, -2.1780, 0.3453], [3.9396, -4.8120, 4.5004], [2.8387, -3.7339, 5.3776], [2.9960, -3.6070, 3.6225], [5.1830, -2.9792, 5.6726], [4.2724, -1.7771, 4.7636], [2.4420, 2.6881, 9.4833], [1.4474, 1.9379, 10.3370], [1.3707, 2.4891, 11.6710], [0.5886, 3.5450, 11.8165], [-0.0665, 4.0861, 10.9769], [0.5879, 3.9896, 13.2956], [1.8218, 3.9926, 13.8064], [-0.1622, 3.1456, 14.0173], [0.0791, 5.2100, 13.4135], [3.4218, 2.7031, 9.9621], [2.5282, 2.2046, 8.5123], [2.1264, 3.7191, 9.3268], [1.7548, 0.9042, 10.4803], [0.4542, 1.9386, 9.8895], [2.4753, -10.3310, 7.6317], [3.4108, -9.3144, 8.2458], [3.1918, -7.9995, 7.6867], [2.1945, -7.3059, 8.2097], [1.4586, -7.6374, 9.0890], [2.1214, -5.9197, 7.5349], [2.2582, -6.0107, 6.2079], [3.1090, -5.1378, 7.9986], [0.9633, -5.3297, 7.7989], [2.5772, -10.3360, 6.5464], [2.7101, -11.3253, 8.0098], [1.4378, -10.1053, 7.8752], [4.4483, -9.5442, 8.0151], [3.3024, -9.2678, 9.3284]], "atomic_forces_ev_per_a": [[-0.117, -0.179, -0.096], [-0.067, 0.184, 0.288], [-0.133, -0.332, -0.206], [0.199, 0.269, 0.023], [0.245, 0.119, 0.922], [-0.022, -0.021, -0.629], [0.071, -0.048, 0.085], [0.021, 0.688, -0.173], [-0.051, -0.471, -0.270], [-0.068, 0.238, 0.383], [-0.234, -0.331, -0.198], [0.168, -0.053, -0.058], [0.057, -0.044, -0.127], [0.112, 0.127, 0.016], [-0.107, 0.053, 0.127], [-0.175, -0.075, 0.009], [-0.107, 0.008, 0.034], [-0.108, 0.282, 0.147], [0.124, -0.337, 0.002], [0.090, -0.305, -0.108], [-0.072, 0.149, 0.059], [0.038, 0.000, 0.078], [-0.031, 0.068, -0.055], [0.042, 0.068, -0.024], [-0.104, -0.082, -0.067], [0.155, -0.038, -0.174], [-0.002, 0.043, -0.007], [-0.072, -0.011, 0.069], [-0.087, -0.063, 0.119], [0.012, -0.024, 0.000], [-0.142, -0.025, 0.012], [0.116, 0.005, 0.090], [0.069, -0.043, 0.046], [0.059, 0.098, -0.040], [0.058, -0.004, 0.013], [0.037, 0.127, -0.049], [0.042, 0.042, 0.014], [0.022, -0.005, -0.035], [0.045, 0.040, -0.025], [0.039, 0.074, 0.067], [0.034, -0.072, 0.011], [0.113, 0.021, -0.140], [-0.233, 0.249, -0.046], [-0.018, -0.148, 0.135], [-0.140, 0.027, -0.108], [0.061, 0.011, 0.076], [-0.007, -0.047, -0.142], [0.003, -0.047, -0.010], [0.032, -0.001, 0.029], [0.075, 0.031, 0.112], [-0.094, 0.000, 0.023], [-0.020, -0.008, 0.019], [-0.016, 0.035, 0.075], [0.043, -0.084, -0.047], [0.181, -0.067, -0.006], [-0.021, -0.306, -0.305], [0.085, 0.144, 0.366], [-0.027, 0.058, -0.075], [0.084, 0.038, 0.044], [-0.067, -0.040, 0.003], [-0.013, -0.051, 0.034], [0.014, 0.000, -0.032], [-0.002, 0.032, -0.021], [-0.012, -0.004, -0.022], [0.026, 0.073, 0.038], [-0.086, -0.006, -0.055], [-0.057, 0.052, 0.009], [0.027, -0.009, -0.107], [-0.058, -0.084, -0.094], [0.158, 0.175, -0.038], [-0.362, -0.238, -0.098], [0.058, 0.013, 0.064], [-0.017, -0.116, -0.028], [-0.026, 0.078, 0.026], [-0.008, 0.051, 0.001], [0.005, -0.048, 0.017], [0.017, -0.020, 0.004], [0.008, 0.016, 0.005], [-0.036, -0.068, 0.000], [-0.003, -0.022, 0.009], [-0.043, -0.008, 0.044], [0.132, 0.012, 0.005], [0.080, 0.108, 0.015], [0.071, 0.142, -0.128], [0.135, -0.241, 0.262], [-0.112, 0.016, -0.068], [-0.043, -0.002, 0.106], [0.033, -0.030, -0.068], [0.049, -0.024, -0.006], [0.002, 0.032, -0.006], [-0.032, 0.016, 0.000], [-0.006, 0.009, -0.025], [-0.029, -0.030, 0.059], [-0.015, -0.015, 0.011], [-0.024, -0.049, -0.010], [-0.025, 0.141, -0.027], [0.022, 0.077, -0.122], [0.126, 0.065, -0.316], [-0.264, 0.013, 0.369], [0.033, 0.082, -0.093], [0.064, -0.096, 0.129], [-0.066, 0.041, -0.060], [-0.028, -0.011, -0.011], [0.013, -0.009, -0.018], [0.023, 0.007, 0.003], [0.001, 0.015, -0.027], [-0.015, -0.018, 0.104], [-0.011, 0.008, 0.034], [-0.029, 0.054, 0.036], [0.128, -0.048, -0.088], [0.039, 0.017, -0.142], [0.096, 0.171, 0.139], [0.037, -0.234, -0.328], [-0.040, 0.024, 0.063], [0.055, -0.103, -0.010], [-0.048, 0.064, -0.022], [0.008, 0.034, -0.044], [0.012, 0.012, 0.029], [-0.009, -0.019, 0.028], [-0.017, 0.015, 0.017], [-0.001, -0.063, -0.005], [-0.016, 0.002, -0.014], [-0.058, -0.027, -0.040], [0.024, 0.027, 0.121], [-0.024, 0.105, 0.054], [-0.120, 0.127, -0.089], [0.117, -0.317, 0.100], [0.011, 0.077, 0.007], [0.096, -0.057, -0.040], [-0.072, 0.007, 0.047], [-0.045, 0.026, 0.006], [-0.065, -0.093, 0.038], [0.029, 0.011, -0.005], [-0.007, 0.012, 0.005], [0.051, -0.041, 0.007], [0.017, -0.003, 0.008], [0.014, -0.016, 0.056], [0.001, 0.089, -0.067], [-0.081, 0.085, -0.011]]}

Number 1: Kohn-Sham gap 8.65 eV, calculated total energy -2535.78735 a.u., LUMO -0.9 eV. Number 2: Kohn-Sham gap 9.27 eV, calculated total energy -5637.85322 a.u., LUMO 0.2 eV.